273
Properties=species:S:1:pos:R:3 method="wB97M-V/def2-TZVPD" fmax_ev_per_a=6.89 homo_ev="-5.6807 / -9.0132" total_charge=+2 molar_mass_g_mol=1520.25 lumo_energy_ev="-3.10 / -3.23" multiplicity=2 orbital_gap_ev="2.58 / 5.79" e_tot_ha=-4918.96620
C -8.1993 -8.9898 1.6689
C -6.6919 -8.3152 1.5344
C -6.5111 -7.4348 2.8286
N -5.3045 -6.4584 2.7306
C -4.9990 -5.9256 4.2120
C -4.0501 -7.2184 2.1442
C -3.8892 -6.7823 0.7448
C -4.3866 -5.2960 0.6979
C -5.5861 -5.3256 1.7235
H -8.9863 -8.2465 1.7960
H -8.1185 -9.5418 2.6053
H -8.5260 -9.6232 0.8442
H -6.4323 -7.7624 0.6315
H -5.9168 -9.0803 1.5776
H -6.4187 -8.0818 3.7008
H -7.3726 -6.8079 3.0588
H -4.7442 -6.8206 4.7796
H -5.8886 -5.4525 4.6278
H -4.2844 -5.1034 4.1715
H -3.2786 -6.8029 2.7925
H -4.0928 -8.2788 2.3927
H -2.8519 -6.8882 0.4270
H -4.4669 -7.2759 -0.0367
H -3.6853 -4.5975 1.1543
H -4.6346 -5.0146 -0.3256
H -5.7689 -4.3331 2.1353
H -6.4629 -5.5623 1.1206
C -3.9869 -4.3586 7.2494
C -4.2446 -3.0661 6.4748
C -3.0251 -2.6665 5.6147
N -3.2759 -1.4611 4.6413
C -4.1392 -1.8598 3.4798
C -1.8981 -0.8802 4.2321
C -1.5138 0.2846 5.2130
C -2.6928 0.3053 6.1895
C -3.9283 -0.2512 5.4446
H -3.2146 -4.2121 8.0045
H -3.7621 -5.1631 6.5490
H -4.8537 -4.6311 7.8516
H -4.6689 -2.3652 7.1937
H -5.1813 -3.1934 5.9320
H -2.7939 -3.4985 4.9496
H -2.1342 -2.4305 6.1968
H -5.1310 -1.8825 3.9315
H -3.8828 -2.8430 3.0854
H -4.1460 -1.1367 2.6642
H -2.0133 -0.5780 3.1912
H -1.1023 -1.6214 4.1588
H -1.4305 1.2042 4.6337
H -0.5691 0.1368 5.7363
H -2.8380 1.3416 6.4947
H -2.5522 -0.1445 7.1723
H -4.4114 0.4004 4.7165
H -4.7272 -0.5400 6.1276
C 3.8165 -10.6919 -5.5731
C 3.0148 -10.0644 -4.3865
C 2.5481 -8.6096 -4.5489
N 2.0785 -7.9255 -3.2526
C 3.2693 -7.8295 -2.2809
C 0.7928 -8.7099 -2.6683
C 0.0642 -7.6015 -1.8187
C 0.2483 -6.3208 -2.6434
C 1.4461 -6.5220 -3.5355
H 4.7054 -10.1089 -5.8139
H 3.1275 -10.6699 -6.4175
H 3.9620 -11.7559 -5.3863
H 3.6886 -10.1790 -3.5375
H 2.1169 -10.6635 -4.2349
H 1.8072 -8.5553 -5.3465
H 3.4295 -8.0158 -4.7907
H 3.4398 -8.8450 -1.9233
H 3.0352 -7.0465 -1.5597
H 4.1608 -7.4520 -2.7817
H 1.1354 -9.5996 -2.1400
H 0.2748 -9.0369 -3.5699
H 0.5574 -7.6289 -0.8471
H -0.9694 -7.9404 -1.7493
H 0.4236 -5.5350 -1.9086
H -0.6803 -6.1438 -3.1860
H 2.2296 -5.7744 -3.6593
H 0.9842 -6.6152 -4.5184
C 3.2293 0.7267 -4.3939
C 3.8385 -0.4450 -3.7036
C 5.0243 -1.1297 -4.4005
N 5.7071 -2.3189 -3.6726
C 6.3349 -1.9053 -2.3081
C 4.8275 -3.5527 -3.3360
C 5.1120 -4.6571 -4.3361
C 6.1749 -4.0783 -5.3060
C 6.7950 -2.9442 -4.5126
H 2.2901 0.4371 -4.8653
H 3.8595 1.1961 -5.1493
H 2.9180 1.5654 -3.7712
H 3.0151 -1.1434 -3.5544
H 4.1390 -0.0611 -2.7287
H 5.8234 -0.3916 -4.3309
H 4.9309 -1.3836 -5.4564
H 6.8057 -2.7823 -1.8637
H 5.4893 -1.6252 -1.6801
H 7.1213 -1.1837 -2.5296
H 5.0590 -3.9644 -2.3536
H 3.8041 -3.1810 -3.2857
H 5.4095 -5.5463 -3.7802
H 4.1546 -4.7803 -4.8423
H 6.8865 -4.8439 -5.6151
H 5.7136 -3.6502 -6.1960
H 7.5375 -3.4458 -3.8920
H 7.3289 -2.1513 -5.0363
C -5.5671 7.2802 3.2114
C -5.8919 6.8471 1.8484
C -4.7082 6.0428 1.1950
N -5.1066 5.7050 -0.2964
C -6.0147 4.4621 -0.2555
C -3.8391 5.2744 -1.0643
C -4.2399 5.3931 -2.6165
C -5.3802 6.4074 -2.6429
C -5.5417 6.8867 -1.2414
H -4.7445 7.9585 3.4379
H -5.4071 6.3182 3.6982
H -6.4720 7.6641 3.6823
H -6.1962 7.7172 1.2666
H -6.7685 6.2010 1.8948
H -4.4617 5.1330 1.7424
H -3.8550 6.6887 0.9878
H -5.8510 3.8774 -1.1607
H -7.0765 4.7084 -0.2591
H -5.6305 3.7698 0.4936
H -3.3840 4.3631 -0.6763
H -3.0409 6.0151 -1.0153
H -4.5731 4.4430 -3.0340
H -3.3743 5.6426 -3.2301
H -6.3400 5.9471 -2.8774
H -5.1297 7.2166 -3.3288
H -6.5052 7.3245 -0.9807
H -4.8611 7.7185 -1.0595
C -1.6240 7.7486 -7.0761
C -0.1996 7.6934 -6.3972
C -0.2699 7.2767 -4.8529
N 1.0708 7.2125 -4.1178
C 1.9974 6.1636 -4.8415
C 1.7110 8.6232 -4.0314
C 2.6396 8.5962 -2.8566
C 1.9072 7.8082 -1.8225
C 0.9989 6.7943 -2.6533
H -2.1052 8.7256 -7.1208
H -2.3614 7.2194 -6.4726
H -1.6047 7.3334 -8.0837
H 0.3304 8.6394 -6.5081
H 0.4280 6.9701 -6.9179
H -0.8405 6.3503 -4.7876
H -0.8629 7.9787 -4.2667
H 2.9538 6.0796 -4.3253
H 2.1457 6.5495 -5.8500
H 1.3770 5.2733 -4.7387
H 2.0504 8.8241 -5.0475
H 0.9700 9.3850 -3.7889
H 3.6410 8.1991 -3.0226
H 2.7417 9.5805 -2.3997
H 2.6273 7.3687 -1.1323
H 1.2439 8.4154 -1.2065
H 1.4851 5.8365 -2.4683
H -0.0023 6.8453 -2.2253
C -1.7815 4.3316 6.0354
C -1.0045 4.0177 4.6965
C -0.5068 5.3143 4.0377
N 0.6579 5.2219 3.0280
C 1.9935 4.9843 3.7575
C 0.8508 6.5040 2.2352
C -0.3266 6.4352 1.1322
C -0.3333 5.0290 0.7188
C 0.3299 4.2495 1.8853
H -2.6857 4.9194 5.8774
H -1.0994 4.7255 6.7888
H -2.1505 3.3891 6.4402
H -1.6665 3.4443 4.0477
H -0.0702 3.5227 4.9615
H -0.2816 5.9947 4.8589
H -1.3426 5.8586 3.5982
H 2.0062 4.0198 4.2652
H 2.2352 5.7277 4.5172
H 2.7138 4.9309 2.9411
H 1.8483 6.5122 1.7959
H 0.7512 7.2989 2.9744
H -0.0683 7.0457 0.2670
H -1.2197 6.7853 1.6498
H 0.3427 4.9444 -0.1321
H -1.2959 4.5221 0.6521
H 1.2799 3.8663 1.5129
H -0.2830 3.3911 2.1604
C -0.5827 3.0013 -2.1491
C -0.0941 1.5474 -2.2693
C 0.2245 1.0760 -0.7571
N 0.0274 -0.4749 -0.4498
C 0.5410 -0.6922 0.9696
C 0.7163 -1.4294 -1.4620
C -0.0543 -2.6739 -1.3778
C -1.4094 -2.3213 -0.8279
C -1.4552 -0.9083 -0.4696
H -0.9694 3.3060 -3.1216
H 0.2025 3.6521 -1.7644
H -1.5146 3.1484 -1.6032
H 0.7715 1.4499 -2.9245
H -0.8496 0.9644 -2.7962
H -0.5020 1.4735 -0.0483
H 1.2103 1.4340 -0.4601
H 1.6055 -0.5732 1.1718
H 0.0731 -1.6004 1.3496
H 0.0511 0.1211 1.5050
H 1.7836 -1.5833 -1.3027
H 0.5928 -0.9505 -2.4334
H 0.4476 -3.4191 -0.7607
H -0.0967 -3.0661 -2.3940
H -1.4254 -2.9817 0.0391
H -2.1463 -2.6265 -1.5709
H -1.9172 -0.6592 0.4856
H -1.8063 -0.2914 -1.2968
C 5.7676 2.8777 6.1951
C 5.8235 3.2369 4.7210
C 6.4666 2.0746 3.9047
N 6.1684 1.9709 2.3735
C 6.4156 3.3206 1.7040
C 7.0115 0.8688 1.7041
C 6.1311 0.2478 0.5665
C 4.7599 0.2604 1.2145
C 4.7378 1.4164 2.1668
H 6.7534 2.6007 6.5685
H 5.1505 1.9817 6.2621
H 5.2386 3.6508 6.7523
H 6.2997 4.2112 4.6113
H 4.7826 3.3527 4.4188
H 6.1360 1.1326 4.3421
H 7.5496 2.1306 4.0148
H 7.4481 3.6608 1.7842
H 5.7563 4.0177 2.2213
H 6.1734 3.1700 0.6520
H 7.9798 1.3121 1.4719
H 7.2113 0.1240 2.4744
H 6.1715 0.7722 -0.3882
H 6.5382 -0.7337 0.3236
H 3.9186 0.2592 0.5213
H 4.5670 -0.6773 1.7356
H 4.0707 2.2015 1.8108
H 4.2384 1.0747 3.0734
O 1.1953 -2.2165 -5.0459
C 1.7404 -3.1052 -5.8787
O 1.2518 -4.2199 -6.0484
O 2.7821 -2.7196 -6.4777
H 1.6732 -1.5060 -5.4799
O -3.0309 3.1754 1.8049
C -3.3305 2.0175 1.2262
O -3.9136 1.1747 1.9052
O -3.1750 1.8470 -0.0052
H -3.3002 2.7624 2.6286
O 2.6220 -3.4170 1.0095
C 3.4586 -3.6851 -0.0087
O 4.6501 -3.3313 0.1272
O 3.0108 -4.4041 -0.9320
H 1.9007 -3.9223 0.6275
O 1.6142 -0.6510 4.4824
C 1.9870 0.6182 4.5265
O 1.3082 1.3538 3.7532
O 2.8659 1.1106 5.2828
H 0.8650 -0.4369 3.9217
O 0.2801 1.4664 -5.8413
C -0.3324 2.5106 -6.3234
O -0.1728 3.5034 -5.6270
O -0.9344 2.4907 -7.4058
H 0.3527 2.0167 -5.0581
O -0.4753 -5.3673 1.1920
C -0.8804 -4.9331 2.3918
O -0.8246 -5.8004 3.2249
O -1.3776 -3.8360 2.6402
H -0.2530 -6.2039 1.6071